A.
Computed, not measured: C3H3CoO2 as an isolated structure, with ωB97M-V/def2-TZVPD.

Output
multiplicity	6
net charge	+3
LUMO level (alpha / beta)	-16.5 / -18.5	eV
HOMO level (alpha / beta)	-0.947 / -1.051	Ha

Last column: Mulliken spin population.
CARTESIAN COORDINATES (ANGSTROEM)
O -0.01349 0.91175 0.99545  0.167
Co -2.71193 -1.98950 0.92884  2.873
O -1.41420 -0.80419 0.95700  0.212
C -1.07396 0.30574 0.60995  0.782
C 1.00365 0.89966 0.00458  0.379
C 0.92690 -0.13900 -0.85797  0.457
H 1.35998 1.90846 -0.19106  0.042
H 1.02146 -1.17297 -0.52082  0.037
H 0.90160 0.08006 -1.92598  0.051

=====

B.
Computed, not measured: C3H3CoO2 as an isolated structure, with ωB97M-V/def2-TZVPD.

Output
multiplicity	6
net charge	+3
LUMO level (alpha / beta)	-16.8 / -18.4	eV
HOMO level (alpha / beta)	-0.783 / -0.991	Ha

Last column: Mulliken spin population.
CARTESIAN COORDINATES (ANGSTROEM)
O 0.75372 -0.35692 -0.09270  0.019
C 1.86207 0.04760 -0.06868  0.017
O 3.03049 -0.05256 -0.02651  0.042
Co 4.87705 0.76865 -0.04163  2.946
C -1.42341 0.35704 0.06841  1.277
C -2.35941 -0.50965 0.01155  0.467
H -1.12847 1.40082 0.16216  0.049
H -3.36630 -0.06384 0.09589  0.108
H -2.24572 -1.59116 -0.10849  0.075

=====

Relative to the most stable structure, the computed energies are A 0.0588; B 0.0000, all in hartree.

=====

A.
Computed, not measured: an isolated molecule of C3H2BrClF2, with ωB97M-V/def2-TZVPD.

Output
multiplicity	1
LUMO level (alpha / beta)	-2.4 / -3.1	eV
HOMO level (alpha / beta)	-0.387 / -0.373	Ha

Last column: Löwdin charge in e.
CARTESIAN COORDINATES (ANGSTROEM)
C 1.03751 -0.44757 0.15298  -0.058
C 0.49201 0.94136 -0.09957  -0.579
C -0.14524 0.07333 0.95432  -0.421
F 1.27727 2.01768 0.25199  0.079
F 0.00597 1.23993 -1.29266  0.131
Cl -3.65372 -1.37180 -0.80772  -0.168
Br -1.91918 -0.51020 0.82015  0.752
H 0.94233 -1.32383 -0.62794  0.166
H 1.96305 -0.61890 0.64845  0.097

=====

B.
Computed, not measured: a 2-piece molecular cluster, C3H2BrClF2 overall, with ωB97M-V/def2-TZVPD.

Output
multiplicity	1
LUMO level (alpha / beta)	-1.7 / -3.0	eV
HOMO level (alpha / beta)	-0.381 / -0.342	Ha

Last column: Löwdin charge in e.
CARTESIAN COORDINATES (ANGSTROEM)
C -0.85995 0.42720 -0.35765  -0.042
C -0.13697 -0.26644 0.78469  -0.462
C 0.23223 -0.48062 -0.66759  -0.682
F 0.62178 0.39007 1.71075  0.008
F -0.82274 -1.30267 1.49076  0.038
Cl 0.59101 -1.73422 -1.68444  0.781
Br 2.69674 1.24851 -0.07801  0.106
H -1.83407 0.23707 -0.75536  0.120
H -0.48803 1.48110 -0.44314  0.134

=====

C.
Computed, not measured: a 2-piece molecular cluster, C3H2BrClF2 overall, with ωB97M-V/def2-TZVPD.

Output
multiplicity	1
LUMO level	0.6	eV
structure (SMILES)	FC1(F)C=C1Cl.Br
HOMO level	-0.398	Ha

Last column: Löwdin charge in e.
CARTESIAN COORDINATES (ANGSTROEM)
C -0.37417 0.12006 -0.82875  0.091
C -1.45695 0.53221 0.10066  -0.513
C -1.07232 -0.82705 -0.25633  -0.564
F -1.24301 0.95954 1.39031  0.066
F -2.61543 1.08083 -0.30635  0.096
Cl -1.50508 -2.49271 -0.08013  0.682
Br 3.40515 0.25686 0.24976  0.334
H 4.37448 -0.15063 1.15754  -0.314
H 0.48732 0.52090 -1.42670  0.119

=====

Relative to the most stable structure, the computed energies are A 0.0856; B 0.0639; C 0.0000, all in hartree.

=====

A.
Computed, not measured: an isolated ion of composition C6H9N and charge +1, with ωB97M-V/def2-TZVPD.

Output
multiplicity	2
net charge	+1
LUMO level (alpha / beta)	-6.7 / -6.7	eV
HOMO level (alpha / beta)	-0.555 / -0.548	Ha

Last column: Mulliken spin population.
CARTESIAN COORDINATES (ANGSTROEM)
C -1.29631 1.17120 0.11467  -0.006
C -0.08653 0.31362 0.17077  0.010
C -1.11368 -1.63158 -0.96448  0.001
N -0.93177 -0.64914 -1.96397  0.918
C 0.07883 -0.66722 -0.86594  -0.011
C 1.01522 0.68256 0.94764  0.005
C 2.32154 0.27124 0.92367  -0.017
H -1.37438 1.78672 -0.79680  0.006
H -2.23292 0.59982 0.06504  0.001
H -1.33753 1.75270 1.03959  0.001
H -1.78959 -1.55002 -0.11566  0.034
H -0.83951 -2.67662 -1.13969  0.033
H 1.06725 -0.95246 -1.19984  0.027
H 2.78510 -0.44012 0.25367  -0.001
H 0.86881 1.44949 1.70976  0.001
H 2.86547 0.53983 1.82158  0.000

=====

B.
Computed, not measured: an isolated ion of composition C6H9N and charge +1, with ωB97M-V/def2-TZVPD.

Output
multiplicity	2
net charge	+1
LUMO level (alpha / beta)	-3.3 / -7.0	eV
HOMO level (alpha / beta)	-0.523 / -0.542	Ha

Last column: Mulliken spin population.
CARTESIAN COORDINATES (ANGSTROEM)
C 0.11606 1.21855 -1.00505  -0.002
C 0.19496 0.08079 -1.82268  0.386
N 0.06997 -1.03617 -1.06132  -0.057
C -0.11281 -0.68112 0.22756  0.352
C -0.03535 0.75915 0.29159  0.213
C -0.17578 1.57388 1.51218  0.004
C 0.03794 -1.65347 1.31045  0.019
H 0.57264 2.17016 -1.23348  0.001
H 0.24416 0.06676 -2.90008  0.006
H 0.14323 -1.97368 -1.44087  -0.003
H 0.17489 2.58746 1.35982  0.001
H -1.19924 1.67844 1.87879  0.016
H 0.42045 1.16056 2.32304  0.008
H -0.81996 -1.62302 1.99783  0.027
H 0.91368 -1.50608 1.94732  0.026
H 0.08492 -2.67798 0.95675  0.002

=====

Relative to the most stable structure, the computed energies are A 0.1500; B 0.0000, all in hartree.

=====

A.
Computed, not measured: an isolated molecule of C5H7Br, with ωB97M-V/def2-TZVPD.

Output
multiplicity	1
LUMO level	1.0	eV
structure (SMILES)	C[C@]1(Br)C=CC1
HOMO level	-0.356	Ha

Last column: Löwdin charge in e.
CARTESIAN COORDINATES (ANGSTROEM)
C 0.82902 -1.43409 0.08378  -0.091
C -0.04503 -1.05287 0.98404  -0.057
C 0.30311 -0.54158 -1.07427  -0.166
C -0.58475 0.17629 -0.03900  -0.838
C -0.09723 1.61760 0.35408  -0.128
Br -2.49863 0.23340 -0.20570  0.681
H 1.43305 -2.35497 0.09769  0.102
H -0.37640 -1.31409 1.99700  0.101
H 0.91589 0.03382 -1.67643  0.078
H -0.30934 -1.11905 -1.72212  0.088
H -0.61423 2.17604 1.05708  0.028
H 0.09407 2.24195 -0.58963  0.100
H 0.95048 1.33756 0.73349  0.101

=====

B.
Computed, not measured: C5H7Br as an isolated structure, with ωB97M-V/def2-TZVPD.

Output
multiplicity	1
LUMO level	0.8	eV
HOMO level	-0.347	Ha

Last column: Löwdin charge in e.
CARTESIAN COORDINATES (ANGSTROEM)
C -1.20874 -0.40297 -1.36151  -0.046
C 0.43602 -0.27568 2.05819  -0.109
C -0.18977 0.05494 -0.71231  -0.308
C -0.55217 -0.08003 1.22304  -0.625
C 1.09633 0.62091 -1.01747  -0.109
Br -2.43326 0.11794 1.63890  0.647
H -1.28480 -0.29731 -2.49607  0.094
H -2.08505 -0.85826 -0.93952  0.016
H 0.48576 -0.30474 3.14643  0.056
H 1.36585 -0.72287 1.55576  0.082
H 1.38794 1.48168 -0.35554  0.096
H 1.75373 -0.31144 -0.69786  0.125
H 1.22816 0.97784 -2.04203  0.081

=====

Relative to the most stable structure, the computed energies are A 0.0000; B 0.0443, all in hartree.